Record 1
The following is a DFT calculation (wB97M-V/def2-TZVPD) of a 3-piece molecular cluster, C17H43N2O5S3 overall at a distorted geometry.

Results
E	-2353.26248	a.u.
E_HOMO	-0.3725	Eh
relative energy (zero: lowest compared OMol25 entry of this formula, charge and spin)	2.4568	eV
charge	+1
max |F|	3.78	eV/A
frontier orbital gap	5.46	eV
LUMO level	-4.68	eV

Last column: Mulliken charge in e.
Positions of all 70 atoms, in Å:
C: 1.820 3.105 4.401  -0.76
C: 0.827 4.285 3.761  -0.45
S: -0.913 3.578 3.830  -0.05
C: -1.740 3.588 2.146  -0.58
S: -3.477 2.868 2.409  0.31
S: -3.182 1.130 3.601  -0.12
C: -4.566 4.032 3.401  -0.35
O: -4.044 5.413 3.480  -0.31
C: -3.501 5.717 4.818  -0.55
H: 1.985 2.225 3.636  0.11
H: 2.816 3.564 4.827  0.33
H: 1.207 2.630 5.304  0.30
H: 0.854 5.193 4.507  0.30
H: 1.169 4.625 2.689  0.32
H: -1.737 4.622 1.597  0.46
H: -1.167 2.826 1.430  0.32
H: -3.885 1.257 4.835  0.24
H: -4.824 3.598 4.482  0.36
H: -5.610 4.083 2.838  0.34
H: -3.276 4.768 5.478  0.27
H: -2.442 6.243 4.652  0.21
H: -4.230 6.404 5.468  0.27
C: 2.782 0.504 -3.273  -0.93
O: 2.340 -0.481 -2.350  -0.19
C: 3.320 -1.490 -2.081  -0.73
C: 3.891 -1.340 -0.662  -0.25
N: 4.743 -0.151 -0.550  -0.29
C: 5.070 0.220 0.833  -0.95
C: 3.903 0.561 1.783  -0.39
O: 3.221 1.775 1.463  -0.42
C: 2.251 1.653 0.432  -0.57
H: 1.914 1.096 -3.576  0.24
H: 3.503 1.182 -2.808  0.35
H: 3.220 0.049 -4.165  0.37
H: 4.120 -1.505 -2.837  0.45
H: 2.800 -2.452 -2.141  0.31
H: 4.481 -2.229 -0.412  0.42
H: 3.043 -1.288 0.025  0.11
H: 4.275 0.638 -0.987  0.09
H: 5.720 1.101 0.770  0.39
H: 5.672 -0.581 1.277  0.42
H: 4.337 0.722 2.777  0.38
H: 3.195 -0.266 1.901  0.40
H: 1.743 0.684 0.449  0.32
H: 2.715 1.832 -0.537  0.20
H: 1.500 2.435 0.577  0.28
C: 0.357 -4.471 -4.348  -0.79
O: 0.262 -3.730 -3.139  -0.34
C: -0.193 -2.385 -3.329  -0.43
C: -1.625 -2.207 -2.799  -0.24
N: -2.600 -2.906 -3.643  -0.33
C: -3.930 -3.033 -3.036  -0.69
C: -4.043 -3.800 -1.701  -0.44
O: -3.795 -5.203 -1.807  -0.44
C: -2.420 -5.560 -1.812  -0.51
H: 0.906 -5.393 -4.137  0.24
H: -0.633 -4.748 -4.717  0.35
H: 0.900 -3.914 -5.117  0.34
H: -0.110 -2.062 -4.378  0.47
H: 0.473 -1.746 -2.740  0.02
H: -1.871 -1.140 -2.772  0.38
H: -1.640 -2.588 -1.775  0.14
H: -2.255 -3.839 -3.850  0.09
H: -4.557 -3.550 -3.773  0.37
H: -4.356 -2.031 -2.911  0.38
H: -5.084 -3.711 -1.368  0.36
H: -3.439 -3.354 -0.903  0.32
H: -1.816 -4.905 -1.177  0.27
H: -2.042 -5.567 -2.835  0.15
H: -2.332 -6.581 -1.432  0.33

---

Record 2
The following is a DFT calculation (wB97M-V/def2-TZVPD) of a 5-piece molecular cluster, C17H43NO5 overall at a distorted geometry.

Results
E	-1104.28767	a.u.
E_HOMO	-0.3018	Eh
structure (SMILES)	CC1(C)CCCC(C)(C)N1O.CCO.CCO.CCO.CCO
relative energy (zero: lowest compared OMol25 entry of this formula, charge and spin)	2.5097	eV
charge	0
max |F|	4.34	eV/A
frontier orbital gap	8.56	eV
LUMO level	0.35	eV

Last column: Mulliken charge in e.
Positions of all 66 atoms, in Å:
C: 4.395 2.874 -1.179  -1.71
C: 4.188 4.391 -0.681  1.35
C: 5.462 5.198 -0.839  -1.77
C: 3.120 5.008 -1.603  -1.07
C: 2.637 6.392 -1.084  -0.65
C: 2.000 6.250 0.259  -1.36
C: 2.990 5.582 1.255  1.77
C: 4.031 6.616 1.731  -1.74
C: 2.029 5.161 2.416  -2.05
N: 3.625 4.348 0.710  0.24
O: 4.351 3.631 1.680  -0.45
H: 4.785 2.196 -0.420  0.41
H: 3.530 2.293 -1.499  0.35
H: 5.105 2.860 -2.005  0.36
H: 6.152 4.885 -0.055  0.35
H: 5.888 4.943 -1.810  0.48
H: 5.317 6.277 -0.778  0.34
H: 3.628 5.157 -2.555  0.43
H: 2.275 4.330 -1.730  0.39
H: 3.368 7.194 -0.983  0.28
H: 1.973 6.783 -1.855  0.41
H: 0.968 5.900 0.259  0.44
H: 1.743 7.273 0.532  0.43
H: 5.031 6.220 1.906  0.33
H: 3.817 7.049 2.708  0.46
H: 4.072 7.510 1.108  0.31
H: 2.563 4.670 3.230  0.43
H: 1.362 4.333 2.177  0.46
H: 1.483 5.983 2.880  0.43
H: 3.977 2.747 1.649  0.35
C: -7.849 -7.263 -1.936  -0.85
C: -7.082 -8.590 -1.872  -0.17
O: -6.595 -8.931 -3.181  -0.54
H: -7.479 -6.583 -1.168  0.26
H: -8.896 -7.535 -1.797  0.26
H: -7.659 -6.656 -2.821  0.28
H: -7.805 -9.319 -1.508  0.24
H: -6.188 -8.473 -1.258  0.23
H: -7.183 -9.477 -3.707  0.29
C: -1.273 -3.349 9.229  -1.05
C: -0.959 -2.852 7.818  -0.26
O: -0.703 -1.540 7.856  -0.50
H: -2.020 -2.726 9.720  0.29
H: -0.350 -3.368 9.809  0.28
H: -1.715 -4.341 9.139  0.34
H: -1.924 -2.864 7.311  0.24
H: -0.297 -3.525 7.274  0.33
H: -0.397 -1.355 6.966  0.31
C: -1.129 -4.935 -6.555  -0.92
C: -2.426 -4.175 -6.514  -0.23
O: -3.182 -4.314 -7.709  -0.53
H: -1.220 -6.010 -6.707  0.26
H: -0.522 -4.831 -5.656  0.31
H: -0.616 -4.533 -7.428  0.26
H: -2.403 -3.101 -6.334  0.25
H: -3.053 -4.466 -5.671  0.30
H: -4.058 -4.672 -7.549  0.31
C: -2.182 -1.872 -0.023  -0.86
C: -0.692 -1.745 -0.310  -0.22
O: 0.027 -0.872 0.618  -0.53
H: -2.635 -2.200 -0.959  0.30
H: -2.636 -0.899 0.164  0.27
H: -2.324 -2.608 0.769  0.26
H: -0.510 -1.280 -1.279  0.25
H: -0.294 -2.752 -0.436  0.25
H: 0.368 -0.041 0.279  0.29

---

Record 3
The following is a DFT calculation (wB97M-V/def2-TZVPD) of a 8-piece molecular cluster, C17H44F3N4O22P3 overall at a distorted geometry.

Results
E	-3872.00271	a.u.
E_HOMO	-0.3926	Eh
structure (SMILES)	CCOC(=O)C(F)(F)F.COP(=O)(OC)OC.COP(=O)(OC)OC.COP(=O)(OC)OC.C[N+](=O)[O-].C[N+](=O)[O-].C[N+](=O)[O-].C[N+](=O)[O-]
charge	0
max |F|	2.02	eV/A
frontier orbital gap	10.49	eV
LUMO level	-0.19	eV

Last column: Mulliken charge in e.
Positions of all 93 atoms, in Å:
C: 4.834 0.667 0.229  -0.79
C: 4.545 2.137 0.103  -0.18
O: 3.379 2.484 0.868  -0.03
C: 2.926 3.707 0.801  0.25
O: 3.324 4.622 0.142  -0.55
C: 1.924 3.978 1.925  0.90
F: 0.759 4.400 1.342  -0.28
F: 1.678 2.927 2.711  -0.23
F: 2.318 5.001 2.723  -0.28
H: 4.335 0.103 -0.559  0.27
H: 4.536 0.177 1.160  -0.14
H: 5.913 0.509 0.189  0.43
H: 4.389 2.286 -0.967  0.15
H: 5.354 2.785 0.441  0.53
C: -0.709 1.065 1.094  -0.81
O: 0.431 1.271 0.216  0.49
P: 0.668 0.340 -1.061  -0.02
O: 1.903 0.677 -1.795  -0.75
O: 0.546 -1.154 -0.464  -0.05
C: 1.205 -1.525 0.724  -0.57
O: -0.660 0.523 -1.910  -0.02
C: -0.842 -0.101 -3.193  -0.78
H: -0.256 0.669 2.005  0.21
H: -1.534 0.440 0.765  0.35
H: -1.013 2.085 1.322  0.27
H: 1.795 -2.436 0.615  0.42
H: 0.535 -1.685 1.572  0.31
H: 1.926 -0.778 1.074  0.10
H: -1.003 0.749 -3.859  0.30
H: -1.760 -0.691 -3.195  0.16
H: -0.004 -0.716 -3.516  0.44
C: -3.537 2.404 -1.324  -0.55
O: -3.993 3.263 -2.358  -0.23
P: -5.267 2.831 -3.204  0.77
O: -5.036 1.619 -3.994  -0.55
O: -6.397 2.719 -2.084  -0.30
C: -7.245 1.571 -1.947  -0.60
O: -5.677 4.155 -4.009  -0.37
C: -5.385 5.477 -3.521  -0.58
H: -2.890 2.972 -0.658  0.22
H: -3.019 1.583 -1.820  0.24
H: -4.304 1.963 -0.680  0.37
H: -7.828 1.320 -2.829  0.29
H: -7.907 1.801 -1.114  0.25
H: -6.624 0.726 -1.650  0.28
H: -5.849 6.090 -4.291  0.24
H: -4.314 5.662 -3.475  0.26
H: -5.838 5.658 -2.548  0.28
C: 2.971 -4.576 6.098  -0.55
O: 3.574 -4.827 4.839  -0.44
P: 3.499 -3.668 3.735  1.31
O: 2.202 -3.427 3.112  -0.62
O: 4.062 -2.442 4.582  -0.36
C: 4.070 -1.179 3.911  -0.63
O: 4.697 -3.954 2.692  -0.41
C: 6.029 -4.214 3.165  -0.70
H: 2.063 -5.166 6.219  0.28
H: 2.680 -3.537 6.276  0.18
H: 3.646 -4.757 6.935  0.28
H: 3.673 -1.241 2.896  0.07
H: 4.979 -0.579 3.850  0.38
H: 3.362 -0.529 4.430  0.32
H: 6.052 -4.318 4.252  0.32
H: 6.688 -3.434 2.799  0.25
H: 6.263 -5.223 2.822  0.29
C: -0.363 -2.144 4.922  -0.77
N: 0.702 -1.212 5.386  0.95
O: 0.918 -0.239 4.673  -0.49
O: 1.263 -1.424 6.443  -0.54
H: -1.243 -1.617 4.574  0.28
H: -0.678 -2.705 5.801  0.31
H: 0.135 -2.816 4.224  0.25
C: -0.646 -4.270 -1.237  -0.70
N: -1.325 -4.579 -2.508  0.95
O: -2.133 -5.479 -2.537  -0.55
O: -0.934 -3.977 -3.493  -0.54
H: 0.383 -4.007 -1.460  0.28
H: -0.773 -5.121 -0.579  0.36
H: -1.098 -3.387 -0.786  0.22
C: -4.919 -1.746 -5.062  -0.55
N: -6.283 -1.878 -4.469  0.86
O: -7.170 -2.319 -5.157  -0.53
O: -6.354 -1.706 -3.265  -0.51
H: -4.975 -1.644 -6.143  0.29
H: -4.527 -2.746 -4.883  0.31
H: -4.382 -0.901 -4.649  0.13
C: 1.830 4.100 -2.642  -0.42
N: 2.084 3.418 -3.920  1.02
O: 3.245 3.236 -4.202  -0.57
O: 1.136 3.015 -4.550  -0.58
H: 1.749 3.325 -1.887  -0.13
H: 0.926 4.705 -2.709  0.31
H: 2.588 4.862 -2.491  0.32